Below is a cluster of 13 separate species, C44H123N9O17 in total in a non-equilibrium geometry, with properties calculated with the ωB97M-V functional and the def2-TZVPD basis.

XYZ file:
```
193
Properties=species:S:1:pos:R:3
C 20.760 7.324 27.510
C 20.839 8.013 26.228
C 21.553 7.113 25.212
O 21.529 7.769 23.932
C 22.521 7.345 22.973
N 19.384 8.262 25.852
H 20.361 8.058 28.210
H 21.692 6.988 27.965
H 20.119 6.443 27.540
H 21.470 8.897 26.318
H 21.088 6.128 25.151
H 22.607 6.995 25.462
H 22.390 7.827 22.004
H 22.462 6.258 22.919
H 23.404 7.777 23.444
H 19.303 8.945 25.111
H 18.925 8.604 26.684
C 18.180 -0.137 25.237
C 16.711 -0.041 25.637
C 16.444 1.383 26.173
O 17.278 1.612 27.337
C 17.130 2.828 28.019
N 15.950 -0.524 24.530
H 18.477 0.473 24.384
H 18.415 -1.169 24.978
H 18.841 0.158 26.052
H 16.548 -0.763 26.437
H 15.391 1.566 26.386
H 16.684 2.048 25.344
H 17.541 3.649 27.432
H 17.778 2.680 28.882
H 16.141 3.089 28.397
H 16.206 -1.501 24.549
H 14.975 -0.611 24.776
C 17.875 -3.886 25.992
C 17.163 -4.159 24.686
C 17.101 -5.640 24.257
O 15.971 -6.274 24.947
C 15.373 -7.388 24.305
N 15.838 -3.618 24.794
H 18.923 -4.185 26.004
H 17.475 -4.594 26.718
H 17.872 -2.871 26.387
H 17.676 -3.551 23.942
H 18.043 -6.113 24.533
H 17.119 -5.674 23.167
H 14.884 -6.954 23.433
H 14.503 -7.799 24.818
H 16.082 -8.176 24.053
H 15.328 -4.406 25.166
H 15.489 -3.672 23.848
C 20.322 -0.656 34.216
C 19.490 -0.557 32.969
C 20.311 0.019 31.810
O 20.802 1.251 32.287
C 21.268 2.122 31.251
N 18.886 -1.874 32.646
H 21.175 -1.317 34.064
H 19.737 -1.129 35.004
H 20.741 0.288 34.565
H 18.564 -0.008 33.139
H 19.707 0.147 30.912
H 21.222 -0.553 31.636
H 22.121 1.751 30.683
H 21.642 3.030 31.724
H 20.402 2.416 30.660
H 18.446 -1.856 31.737
H 19.518 -2.659 32.579
C 23.789 4.459 28.907
C 23.763 4.627 27.390
C 24.901 5.480 26.887
O 24.740 6.698 27.511
C 25.681 7.711 27.176
N 23.839 3.312 26.802
H 24.766 4.204 29.317
H 23.206 3.664 29.371
H 23.366 5.345 29.380
H 22.820 5.076 27.078
H 24.829 5.452 25.800
H 25.828 5.034 27.248
H 25.410 8.231 26.257
H 26.695 7.309 27.166
H 25.722 8.411 28.010
H 23.139 2.775 27.294
H 24.743 2.943 27.060
C 21.340 -1.620 26.490
C 21.711 -0.165 26.418
C 21.386 0.575 27.799
O 21.643 1.972 27.601
C 20.496 2.764 27.448
N 23.162 -0.140 26.115
H 21.941 -2.119 27.250
H 21.548 -2.109 25.538
H 20.288 -1.785 26.724
H 21.124 0.298 25.625
H 22.131 0.240 28.520
H 20.396 0.230 28.096
H 20.104 2.974 28.443
H 19.715 2.451 26.755
H 20.832 3.763 27.170
H 23.313 0.855 26.030
H 23.693 -0.383 26.938
C 25.089 1.287 29.918
C 24.853 -0.224 30.384
C 25.249 -1.356 29.376
O 24.300 -1.506 28.346
C 24.519 -2.695 27.627
N 25.701 -0.477 31.563
H 24.566 1.486 28.983
H 26.149 1.479 29.755
H 24.774 1.916 30.750
H 23.865 -0.385 30.815
H 25.514 -2.303 29.845
H 26.165 -1.023 28.887
H 23.871 -2.818 26.759
H 24.231 -3.558 28.227
H 25.582 -2.831 27.429
H 26.647 -0.233 31.306
H 25.678 0.262 32.250
C 22.605 -5.006 25.266
C 23.711 -5.845 24.572
C 25.095 -5.220 24.606
O 26.229 -6.038 24.147
C 27.399 -5.185 24.116
N 23.766 -7.126 25.235
H 22.778 -3.953 25.046
H 22.562 -5.026 26.355
H 21.623 -5.275 24.877
H 23.510 -6.094 23.530
H 25.378 -4.881 25.602
H 25.025 -4.405 23.886
H 27.373 -4.458 23.305
H 28.260 -5.816 23.895
H 27.585 -4.780 25.111
H 22.833 -7.506 25.307
H 23.813 -6.835 26.201
C 21.107 -3.944 29.557
C 22.235 -4.294 30.440
C 22.003 -3.887 31.900
O 20.734 -4.217 32.472
C 20.839 -4.454 33.865
N 22.460 -5.718 30.302
H 20.178 -4.292 30.010
H 21.418 -4.186 28.541
H 21.077 -2.858 29.461
H 23.176 -3.837 30.134
H 22.184 -2.815 31.976
H 22.763 -4.406 32.485
H 21.590 -5.212 34.088
H 19.823 -4.650 34.211
H 21.295 -3.591 34.350
H 21.652 -6.291 30.502
H 23.012 -5.984 31.105
C 25.050 3.390 23.637
C 24.978 3.510 22.122
O 24.976 2.289 21.393
O 23.831 2.997 24.225
H 25.446 4.252 24.175
H 25.828 2.635 23.752
H 25.823 4.076 21.731
H 24.077 4.050 21.833
H 24.217 2.292 20.806
H 23.730 3.443 25.068
C 24.916 -0.598 23.138
C 25.796 -1.174 22.051
O 26.855 -1.863 22.733
O 24.419 -1.611 23.980
H 24.137 -0.012 22.650
H 25.479 0.188 23.642
H 26.175 -0.337 21.463
H 25.264 -1.773 21.312
H 26.311 -2.412 23.302
H 23.808 -1.177 24.580
C 20.814 3.648 22.910
C 20.992 2.192 23.335
O 22.169 1.544 22.840
O 20.643 3.793 21.496
H 21.722 4.237 23.035
H 20.045 4.153 23.497
H 20.101 1.614 23.089
H 20.923 2.129 24.421
H 22.929 1.989 23.223
H 21.319 3.192 21.175
C 21.360 -1.955 21.972
C 20.096 -2.700 21.618
O 18.972 -1.795 21.481
O 22.576 -2.724 21.944
H 21.245 -1.559 22.981
H 21.527 -1.085 21.337
H 19.925 -3.528 22.306
H 20.049 -3.291 20.703
H 18.155 -2.271 21.312
H 23.291 -2.371 22.480
```

Results
* HOMO energy: -9.10 eV
* orbital gap: 9.43 eV
* maximum force: 2.7 eV Å⁻¹
* charge: 0
* E_tot: -3521.72512 Eh
* energy above the lowest of the compared OMol25 structures with the same formula, charge and spin: 373.0 kJ/mol